No. 1
C16H19N2O5S2Se2TcTe2 | wB97M-V/def2-TZVPD

The calculation puts the relative energy (zero: lowest compared OMol25 entry of this formula, charge and spin) at 16.5 kcal per mole. The total charge is -1. The calculation puts the total energy at -7322.95399 hartree. Its expectation value of S² is 3.8019. The value obtained for the HOMO energy (alpha / beta) is -4.16 / -4.15 eV. Its LUMO energy (alpha / beta) is 2.069 / 1.719 eV. Its spin multiplicity is 4.

Geometry (Å):
Tc 0.02771 0.04236 0.01477
O -2.03521 -1.14573 3.03577
S -1.66227 -0.05086 2.18274
O -2.32134 1.20371 2.41422
O -1.81865 -0.45986 0.68413
O -0.12986 0.13912 2.17066
Se 2.39900 0.67309 -0.44438
Te 1.63712 2.96883 -1.15756
Te -2.24544 3.73794 -1.14799
Se -0.47294 2.59412 0.23072
C 4.57661 -0.92737 -3.13360
C 4.60007 -1.80253 -2.05742
C 3.46256 -2.52209 -1.73479
C 2.28148 -2.34587 -2.44841
C 2.26411 -1.48597 -3.54436
C 3.41510 -0.78714 -3.87804
N 1.21910 -3.20496 -1.97417
N 0.02154 -2.91851 -2.00398
C -0.47444 -1.69639 -2.59286
C -1.06901 -1.90806 -3.83313
C -1.55199 -0.83954 -4.56789
C -1.46208 0.43463 -4.03161
C -0.93493 0.61499 -2.76167
C -0.43891 -0.43604 -1.98041
H 5.46019 -0.35790 -3.39223
H 5.50238 -1.92693 -1.47193
H 3.46734 -3.22912 -0.91478
H 1.37271 -1.35055 -4.13549
H 3.39181 -0.10976 -4.72223
H -1.11890 -2.91936 -4.21979
H -1.99818 -1.00606 -5.54065
H -1.83476 1.29601 -4.57207
H -0.93938 1.62339 -2.37166
C 3.32973 -2.17006 2.13905
C 1.96811 -2.03150 2.79565
S 0.57711 -2.54197 1.77423
O 0.83423 -1.84183 0.42288
C 1.04747 -4.22910 1.37543
C -0.11676 -4.94058 0.70139
H 4.08370 -1.71103 2.77912
H 3.34527 -1.65128 1.18087
H 3.61056 -3.21238 1.98362
H 1.72364 -0.99225 3.01673
H 1.87555 -2.60704 3.72009
H 1.32724 -4.69495 2.32406
H 1.91568 -4.17791 0.71820
H -0.98090 -4.99263 1.36414
H 0.18125 -5.95520 0.43557
H -0.40190 -4.42018 -0.21241

=====

No. 2
C28H34N3O2PTc | wB97M-V/def2-TZVPD

The calculation puts the relative energy (zero: lowest compared OMol25 entry of this formula, charge and spin) at 22.5 kcal per mole. The total charge is +2. The calculation puts the total energy at -1823.54031 hartree. Its expectation value of S² is 3.7687. The value obtained for the HOMO energy (alpha / beta) is -13.42 / -13.43 eV. Its LUMO energy (alpha / beta) is -7.449 / -8.735 eV. Its spin multiplicity is 4.

Geometry (Å):
C -2.45531 0.82525 -4.95658
C -2.06233 -0.34523 -4.31519
C -1.13615 -0.39985 -3.24633
C -0.69916 0.86461 -2.73925
C -1.00324 2.04074 -3.48061
C -1.90450 2.02199 -4.53655
C -0.99342 -1.77607 -2.60953
C 0.28447 -2.65892 -2.40485
N 1.57620 -2.39912 -2.97536
Tc -0.48836 1.58772 -0.76099
C -0.41206 3.36137 -3.06241
P 0.91701 2.89684 -1.87099
H -2.52494 -1.27515 -4.64541
H -2.14142 2.98038 -5.01227
H -3.19561 0.81163 -5.77011
H -1.10544 4.05122 -2.54912
H 0.09563 3.89520 -3.87795
H -1.46070 -1.69525 -1.61485
H -1.68168 -2.44647 -3.15344
H 0.44989 -2.75081 -1.31243
C 1.55906 4.41969 -1.17174
C 2.19972 2.42858 -3.07268
H 0.00294 -3.68265 -2.71947
C 1.72557 -1.67237 -4.20699
C 2.71116 -2.42712 -2.06779
H 0.64125 2.30945 0.33828
H 2.12673 -2.33440 -4.99408
H 0.77256 -1.26187 -4.56063
H 2.44824 -0.84727 -4.06356
H 3.19431 -3.41724 -2.09336
H 3.45748 -1.68608 -2.39276
H 2.39974 -2.21609 -1.03189
H 2.51213 3.32825 -3.61534
H 3.06291 2.02358 -2.52885
H 1.79679 1.69494 -3.78607
H 1.58015 5.18802 -1.95769
H 0.90813 4.73036 -0.34517
H 2.58220 4.22366 -0.81969
H 1.00993 1.59556 0.06851
O -2.61617 0.62416 0.37438
C -1.76326 -0.00931 1.02163
N -1.84646 -0.86510 2.10161
C -0.57769 -0.85430 2.80654
C 0.34858 -0.65144 1.60149
O 1.43624 -1.14349 1.37703
N -0.43726 0.10305 0.70300
C -0.48968 0.42636 3.64166
C 0.63510 1.24818 3.58005
C 0.58970 2.51520 4.17329
C -0.53704 2.90985 4.89829
C -1.60363 2.01807 5.06463
C -1.58111 0.76742 4.44021
C -0.37459 -2.12540 3.59200
C 0.12588 -2.09243 4.89461
C 0.17765 -3.27275 5.64007
C -0.23799 -4.48122 5.07606
C -0.69556 -4.50892 3.74970
C -0.75159 -3.32860 3.00030
H -2.75062 -1.05000 2.53249
H 1.54792 0.91460 3.06975
H 1.44655 3.18146 4.06090
H -0.57223 3.90026 5.35878
H -2.46560 2.28330 5.67464
H -2.40939 0.06362 4.56601
H 0.45174 -1.14190 5.32233
H 0.53601 -3.23384 6.66637
H -0.20878 -5.40078 5.66448
H -1.02032 -5.44286 3.29691
H -1.10624 -3.34030 1.96595

=====

No. 3
C32H58BN9OReS3Si | wB97M-V/def2-TZVPD

The calculation puts the relative energy (zero: lowest compared OMol25 entry of this formula, charge and spin) at 0.0 kcal per mole. The total charge is 0. The calculation puts the total energy at -3409.63375 hartree. Its expectation value of S² is 3.7668. The value obtained for the HOMO energy (alpha / beta) is -5.48 / -6.91 eV. Its LUMO energy (alpha / beta) is 0.599 / 0.588 eV. Its spin multiplicity is 4.

Geometry (Å):
Re -0.10682 -0.94367 0.52378
C -1.31082 -1.13720 -6.15760
C -0.28367 -1.04838 -5.03280
C 1.09017 -0.79234 -5.65792
C -0.32281 -2.36278 -4.24846
N -0.64734 0.09588 -4.14354
C -1.69218 0.97186 -4.41533
C -1.64049 1.95649 -3.50701
N -0.57023 1.71432 -2.66682
B -0.22998 2.75353 -1.58224
N 1.23781 2.67615 -1.10241
C 2.21395 3.27611 -1.86585
C 3.38594 3.15065 -1.22402
N 3.14342 2.44372 -0.05407
C 1.80264 2.16316 -0.00085
S 0.96494 1.32664 1.24971
C 4.16712 2.30919 1.03699
C 5.49772 2.83948 0.51120
C 3.73498 3.16860 2.22830
C 4.37806 0.84633 1.43618
N -1.28893 2.73156 -0.43078
C -1.59826 3.88633 0.25054
C -2.59246 3.60965 1.11572
N -2.91853 2.27143 0.95952
C -2.06992 1.74353 0.03383
S -2.01911 0.10464 -0.53150
C -4.14127 1.64212 1.58170
C -5.16416 1.39435 0.47124
C -4.72164 2.63846 2.58107
C -3.81651 0.35104 2.33216
C 0.05539 0.57006 -3.05787
S 1.37703 -0.16174 -2.27776
H -1.05740 -2.00333 -6.76937
H -1.29466 -0.25559 -6.80183
H -2.32197 -1.28692 -5.77375
H 1.31998 -1.59648 -6.36140
H 1.86598 -0.75376 -4.89887
H 1.08290 0.15421 -6.20535
H 0.09273 -3.15963 -4.87042
H -1.35482 -2.62552 -3.99962
H 0.25574 -2.29501 -3.33236
H -2.39507 0.81248 -5.21248
H -2.28340 2.81004 -3.37113
H -0.33905 3.85374 -2.07791
H 1.98561 3.72793 -2.81586
H 4.36611 3.47876 -1.51495
H 5.46913 3.91462 0.32206
H 5.80949 2.32011 -0.39746
H 6.25285 2.65475 1.27521
H 3.56671 4.19944 1.90688
H 4.52612 3.16602 2.98132
H 2.82334 2.78700 2.68117
H 4.93922 0.32107 0.65922
H 3.44117 0.33254 1.61525
H 4.96676 0.81812 2.35646
H -1.08410 4.81075 0.05201
H -3.10428 4.25787 1.80223
H -5.42513 2.33153 -0.02667
H -6.07158 0.97054 0.90716
H -4.78003 0.69427 -0.26696
H -5.04329 3.56558 2.10323
H -4.01315 2.86852 3.38018
H -5.59872 2.17913 3.03556
H -3.53607 -0.45482 1.66703
H -4.70459 0.05155 2.89461
H -2.99750 0.50363 3.02874
C 1.58000 -0.82388 4.54620
Si -0.17060 -0.39285 4.02846
C -0.36501 1.43217 4.44424
C -1.36077 -1.36525 5.10282
O -0.47136 -0.73327 2.47149
H 1.72587 -0.53588 5.59334
H 2.30526 -0.27244 3.93943
H 1.80766 -1.88957 4.45559
H -0.32124 1.57122 5.53023
H -1.31151 1.85197 4.09437
H 0.43721 2.02051 3.99120
H -1.07862 -1.29517 6.15815
H -1.37420 -2.42401 4.82575
H -2.38272 -0.98651 5.00142
C 3.43217 -1.59922 -0.55833
C 2.85857 -2.32436 0.60487
N 1.70699 -2.08758 1.18533
C 1.52592 -3.05667 2.15455
C 2.60142 -3.87878 2.16930
N 3.44241 -3.39858 1.18237
H 3.08951 -0.56524 -0.56048
H 3.09248 -2.05411 -1.49176
H 4.52256 -1.61885 -0.53111
H 0.63024 -3.08069 2.75190
H 2.84668 -4.73455 2.77456
H 4.32879 -3.78336 0.91284
C -0.70848 -4.60377 -1.41771
C -1.48373 -3.50242 -0.68555
C -2.57196 -2.94510 -1.61853
C -2.13217 -4.08182 0.57621
N -0.53819 -2.48837 -0.27510
H -1.36551 -5.43952 -1.67768
H 0.09946 -4.97270 -0.78181
H -0.26746 -4.20794 -2.33589
H -3.02456 -3.74599 -2.21140
H -2.13948 -2.21035 -2.30183
H -3.36380 -2.45255 -1.04874
H -2.89962 -4.81794 0.31635
H -2.59538 -3.27992 1.15609
H -1.37993 -4.56897 1.20187